DFT (the ωB97M-V functional and the def2-TZVPD basis) results for one molecule with the formula C4H6N2S in a non-equilibrium geometry.

Geometry as XYZ:
```
13
Properties=species:S:1:pos:R:3
C 2.415 0.274 0.497
S 1.702 -0.834 -0.769
C 0.011 -0.524 -0.435
N -0.804 -1.497 0.076
C -2.062 -0.889 0.096
C -1.970 0.417 -0.317
N -0.616 0.589 -0.659
H 2.038 -0.110 1.476
H 3.463 0.236 0.689
H 2.026 1.272 0.316
H -2.970 -1.430 0.410
H -2.995 1.175 -0.460
H -0.239 1.321 -0.921
```

Computed properties:
SMILES: CSc1ncc[nH]1
HOMO-LUMO gap: 9.5 eV
E_tot: -663.65287 Ha
energy relative to the best compared isomer or geometry (same formula, charge and spin): 47.5 kcal per mole
highest occupied orbital energy: -8.7 eV
total charge: 0